# 1
The following is a DFT calculation (the ωB97M-V functional and the def2-TZVPD basis) of a structure of composition C23H31AuN2O2P at a distorted geometry.

Geometry as XYZ:
```
60
C23H31AuN2O2P | the Open Molecules 2025 dataset | the ωB97M-V functional and the def2-TZVPD basis
Au -0.38164 -0.31960 0.44372
O -1.51556 0.53161 1.90945
C -1.43715 0.21354 3.18320
C -1.86589 1.19926 4.10642
C -1.98943 0.91253 5.43579
C -1.64197 -0.35200 5.93467
C -1.16045 -1.29395 5.07522
C -1.01123 -1.03224 3.68815
C -0.36889 -2.03101 2.92374
N 0.00840 -1.92819 1.69326
N 0.56156 -3.01687 1.11065
C 0.96434 -2.75671 -0.08245
O 0.55463 -1.71340 -0.75807
C 1.92412 -3.68525 -0.70949
C 2.37217 -4.81231 -0.02286
C 3.27337 -5.67089 -0.62765
C 3.73271 -5.40746 -1.91152
C 3.28811 -4.28621 -2.59644
C 2.38261 -3.42532 -1.99908
H -2.15070 2.16086 3.70120
H -2.36581 1.66670 6.11416
H -1.74021 -0.56537 6.98914
H -0.85763 -2.26596 5.44383
H -0.09327 -2.96151 3.41027
H 2.00642 -5.01155 0.97355
H 3.61907 -6.54797 -0.09772
H 4.43713 -6.08112 -2.38046
H 3.64433 -4.08631 -3.59804
H 2.02353 -2.55168 -2.52489
C 0.55614 2.27814 -3.49595
C 0.75078 1.35673 -2.29072
C 2.15871 1.48087 -1.70613
P -0.54917 1.48918 -1.00503
C -0.52477 3.03717 -0.03109
C -0.67026 4.30625 -0.87106
C 0.66198 3.13103 0.92877
C -2.16040 1.40861 -1.86871
C -3.32331 1.53947 -0.88337
C -2.25654 0.10341 -2.66243
H 1.30490 2.03449 -4.25016
H 0.68922 3.32606 -3.23126
H -0.42351 2.16396 -3.95922
H 0.62360 0.31895 -2.62152
H 2.39471 2.51651 -1.46357
H 2.88582 1.14477 -2.44514
H 2.29227 0.87420 -0.80881
H -1.42371 2.90979 0.58206
H 0.24442 4.51863 -1.42406
H -0.85355 5.15401 -0.21040
H -1.49743 4.25667 -1.57954
H 1.59554 3.31935 0.40218
H 0.78141 2.22781 1.52881
H 0.49807 3.96322 1.61410
H -2.18545 2.25539 -2.56106
H -3.28188 0.76976 -0.10943
H -4.26207 1.42045 -1.42390
H -3.34771 2.51076 -0.39120
H -2.16922 -0.76439 -2.00400
H -1.49219 0.01900 -3.43474
H -3.22909 0.04815 -3.15122
```

**Lowest unoccupied orbital energy (spin up / spin down)**: -4.555 / -4.554 eV
**DFT total energy**: -44404.336 eV
**ΔE to the lowest compared entry with this formula, charge and spin**: 37.5 kJ/mol
**Total charge**: +1
**HOMO-LUMO gap (spin up / spin down)**: 0.238 / 0.238 hartree


# 2
The following is a DFT calculation (the ωB97M-V functional and the def2-TZVPD basis) of a cluster of 12 separate species, H26NO11 in total at a distorted geometry.

Geometry as XYZ:
```
38
H26NO11 | the Open Molecules 2025 dataset | the ωB97M-V functional and the def2-TZVPD basis
N -0.22184 -0.38689 0.06849
H 0.59312 0.13174 0.23039
H -0.00559 -1.03590 -0.57117
H -0.95678 0.15870 -0.46977
H -0.60376 -0.87795 0.95700
O 3.84898 0.10480 0.24284
H 3.45391 -0.33270 -0.52871
H 3.59893 0.99700 0.23646
O -2.75989 0.50743 1.53095
H -2.38950 1.47508 1.41409
H -2.65486 0.26130 2.43402
O 0.06045 -2.58244 -2.83237
H -0.59661 -2.56753 -3.52662
H -0.16970 -3.21201 -2.13548
O -2.57249 -0.19640 -2.50799
H -3.37424 -0.68184 -2.48383
H -2.56200 0.49797 -3.18253
O 0.26792 -0.24073 3.36215
H 0.78457 -0.91546 3.57816
H 0.54827 0.63427 3.55567
O 2.17317 -2.52818 -0.21990
H 3.13142 -2.63222 -0.36811
H 1.97080 -3.60168 -0.08548
O -1.96371 -3.09661 0.89919
H -2.97695 -3.33358 0.88605
H -1.65899 -3.68387 1.75213
O 0.33185 0.59538 -2.83719
H -0.02855 1.44544 -2.65323
H -0.50812 0.13062 -2.77484
O 0.91702 2.57875 1.91957
H 1.60521 2.66110 1.27319
H 1.29483 2.54282 2.80413
O -1.43197 2.82875 0.45118
H -2.27470 3.25967 0.61163
H -0.85047 2.65044 1.23844
O 2.16144 2.50640 -0.55876
H 1.31768 2.65066 -0.83106
H 2.50118 3.28768 -0.87865
```

**Lowest unoccupied orbital energy**: -2.782 eV
**DFT total energy**: -24427.539 eV
**ΔE to the lowest compared entry with this formula, charge and spin**: 261.8 kJ/mol
**Total charge**: +1
**HOMO-LUMO gap**: 0.408 hartree